[1]
Formula: C16H15Cl3NOPPd
Source: OMol25
Level of theory: ωB97M-V/def2-TZVPD

Properties
2S+1: 3
DFT total energy in Ha: -2598.410997
Relative energy (zero: lowest compared OMol25 entry of this formula, charge and spin) in kJ/mol: 0.0
LUMO level (spin up / spin down) in eV: 0.1 / -2.0
Gap between HOMO and LUMO (spin up / spin down) in eV: 7.7 / 5.6

Element x y z (Å)
Pd (0.38, 0.70, -0.39)
Cl (0.72, -2.18, 6.24)
C (0.92, -1.87, 4.56)
C (1.05, -0.54, 4.07)
C (1.02, -0.34, 2.71)
Cl (1.18, 1.20, 2.00)
C (0.81, -1.40, 1.78)
O (0.55, -1.25, 0.49)
C (0.81, -2.72, 2.33)
Cl (0.67, -4.06, 1.25)
C (0.89, -2.94, 3.68)
H (1.12, 0.26, 4.80)
H (0.81, -3.95, 4.08)
N (-6.93, -0.02, -0.24)
C (-5.80, 0.15, -0.37)
C (-4.40, 0.35, -0.51)
C (-3.63, -0.37, -1.44)
C (-2.28, -0.19, -1.47)
C (-1.65, 0.70, -0.59)
C (-2.42, 1.39, 0.35)
C (-3.76, 1.20, 0.41)
H (-4.11, -1.02, -2.16)
H (-1.70, -0.75, -2.22)
H (-1.95, 2.12, 1.02)
H (-4.37, 1.72, 1.17)
C (1.76, -0.42, -3.08)
P (1.95, 1.03, -1.94)
C (3.63, 1.03, -1.21)
C (1.93, 2.54, -2.91)
H (2.64, -0.45, -3.81)
H (0.85, -0.35, -3.74)
H (1.80, -1.36, -2.51)
H (4.37, 0.90, -2.02)
H (3.66, 0.26, -0.48)
H (3.77, 1.97, -0.68)
H (2.92, 2.73, -3.35)
H (1.69, 3.35, -2.17)
H (1.11, 2.57, -3.65)

Here are the Mulliken charges for atoms 1 to 4, given in e:
1. Pd -0.427
2. Cl -0.233
3. C 0.428
4. C -0.818

[2]
Formula: C2H9NO2
Source: OMol25
Level of theory: ωB97M-V/def2-TZVPD

Properties
DFT total energy in Ha: -286.784458
Relative energy (zero: lowest compared OMol25 entry of this formula, charge and spin) in kJ/mol: 89.1
LUMO level in eV: 0.8
Gap between HOMO and LUMO in eV: 11.1
SMILES: C=NC.O.O

Element x y z (Å)
C (0.96, -1.71, -0.30)
N (0.63, -0.52, -0.58)
C (1.27, 0.48, 0.28)
H (0.71, -2.54, -0.97)
H (1.41, -2.14, 0.60)
H (2.04, 0.02, 0.90)
H (0.58, 0.98, 0.95)
H (1.79, 1.29, -0.24)
O (-1.23, 2.24, 0.57)
H (-1.66, 1.44, 0.19)
H (-0.89, 2.66, -0.24)
O (-2.16, -0.55, -0.20)
H (-1.20, -0.37, -0.15)
H (-2.23, -1.28, -0.81)

Here are the Mulliken charges for atoms 1 to 4, given in e:
1. C -0.159
2. N -0.515
3. C -0.752
4. H 0.276

[3]
Formula: C16H46NO15
Source: OMol25
Level of theory: ωB97M-V/def2-TZVPD

Properties
DFT total energy in Ha: -1820.439379
Relative energy (zero: lowest compared OMol25 entry of this formula, charge and spin) in kJ/mol: 0.0
LUMO level in eV: 2.3
Net charge: -1
Gap between HOMO and LUMO in eV: 9.4

Element x y z (Å)
N (-0.52, 0.03, 0.20)
O (0.12, 0.51, -0.77)
O (-0.94, 0.76, 1.11)
O (-0.73, -1.23, 0.21)
C (1.09, 0.54, 4.12)
C (1.34, 0.65, 5.63)
C (0.82, 1.96, 6.23)
O (0.82, -0.50, 6.29)
H (0.06, 0.31, 3.86)
H (1.66, -0.32, 3.74)
H (1.48, 1.36, 3.52)
H (2.43, 0.71, 5.73)
H (1.30, 2.88, 5.89)
H (0.97, 1.93, 7.31)
H (-0.24, 2.11, 6.00)
H (0.27, -0.88, 5.60)
C (2.94, -0.37, 0.89)
C (3.51, 0.77, 0.08)
C (4.98, 0.55, -0.21)
O (2.84, 1.06, -1.14)
H (2.06, 0.05, 1.39)
H (3.62, -0.68, 1.68)
H (2.74, -1.27, 0.30)
H (3.46, 1.72, 0.63)
H (5.12, -0.09, -1.09)
H (5.52, 0.06, 0.61)
H (5.53, 1.49, -0.33)
H (1.91, 0.79, -1.18)
C (2.08, -3.80, -1.28)
C (2.07, -5.29, -1.57)
O (3.36, -5.66, -1.97)
O (0.78, -3.36, -0.89)
H (2.46, -3.24, -2.14)
H (2.76, -3.53, -0.46)
H (1.28, -5.49, -2.30)
H (1.74, -5.82, -0.67)
H (3.41, -6.15, -2.79)
H (0.86, -2.43, -0.64)
C (-3.23, 1.80, -1.18)
C (-2.27, 2.96, -1.37)
O (-2.41, 3.46, -2.69)
O (-4.53, 2.04, -1.72)
H (-3.33, 1.55, -0.13)
H (-2.85, 0.93, -1.73)
H (-1.29, 2.57, -1.07)
H (-2.37, 3.70, -0.56)
H (-1.62, 3.98, -2.86)
H (-4.47, 2.35, -2.62)
C (-0.69, -2.71, -3.81)
C (-1.69, -1.64, -3.45)
O (-3.00, -2.05, -3.90)
O (-0.28, -2.64, -5.18)
H (-1.13, -3.66, -3.47)
H (0.24, -2.60, -3.24)
H (-1.52, -0.68, -3.93)
H (-1.74, -1.48, -2.38)
H (-2.94, -2.07, -4.86)
H (0.66, -2.45, -5.20)
C (0.80, 4.18, 0.39)
C (1.19, 3.96, -1.06)
O (2.57, 3.75, -1.29)
O (1.00, 3.04, 1.20)
H (-0.16, 4.68, 0.55)
H (1.51, 4.94, 0.75)
H (1.03, 4.89, -1.63)
H (0.61, 3.25, -1.66)
H (2.73, 2.83, -1.02)
H (0.41, 2.32, 0.92)
C (-5.10, -0.60, 0.88)
C (-3.96, -1.60, 0.81)
O (-3.43, -1.80, -0.46)
O (-6.30, -1.20, 0.32)
H (-4.94, 0.31, 0.29)
H (-5.40, -0.34, 1.90)
H (-4.29, -2.56, 1.24)
H (-3.21, -1.15, 1.48)
H (-2.48, -1.62, -0.41)
H (-7.09, -0.72, 0.59)

Here are the Mulliken charges for atoms 1 to 4, given in e:
1. N 1.170
2. O -0.536
3. O -0.816
4. O -0.849

[4]
Formula: C3H5N
Source: OMol25
Level of theory: ωB97M-V/def2-TZVPD

Properties
2S+1: 3
DFT total energy in Ha: -171.811755
Relative energy (zero: lowest compared OMol25 entry of this formula, charge and spin) in kJ/mol: 212.6
LUMO level (spin up / spin down) in eV: 1.2 / -2.3
Gap between HOMO and LUMO (spin up / spin down) in eV: 6.5 / 8.0

Element x y z (Å)
C (1.07, 0.82, -0.07)
C (-0.39, 0.48, 0.06)
C (0.25, -0.98, 0.06)
N (1.56, -0.36, 0.05)
H (1.62, 1.84, -0.26)
H (-0.92, 0.54, 0.98)
H (-0.92, 1.06, -0.73)
H (0.00, -1.63, 0.89)
H (0.14, -1.35, -1.07)

Here are the Mulliken charges for atoms 1 to 4, given in e:
1. C -0.284
2. C -0.396
3. C -0.324
4. N -0.268

[5]
Formula: C3NO3
Source: OMol25
Level of theory: ωB97M-V/def2-TZVPD

Properties
DFT total energy in Ha: -394.826338
Relative energy (zero: lowest compared OMol25 entry of this formula, charge and spin) in kJ/mol: 46.0
LUMO level in eV: 4.2
Net charge: -1
Gap between HOMO and LUMO in eV: 8.5

Element x y z (Å)
C (0.00, -0.75, 0.42)
C (0.29, 0.71, 0.66)
C (-0.07, -0.30, -1.06)
N (-0.40, 0.86, -0.51)
O (-0.71, -1.42, 1.14)
O (0.69, 1.50, 1.51)
O (0.19, -0.60, -2.17)

Here are the Mulliken charges for atoms 1 to 4, given in e:
1. C 0.708
2. C 0.298
3. C 0.285
4. N -0.445

[6]
Formula: C5H36NO12
Source: OMol25
Level of theory: ωB97M-V/def2-TZVPD

Properties
DFT total energy in Ha: -1169.466913
Relative energy (zero: lowest compared OMol25 entry of this formula, charge and spin) in kJ/mol: 376.7
LUMO level in eV: -3.3
Net charge: +1
Gap between HOMO and LUMO in eV: 10.3

Element x y z (Å)
C (-1.60, 2.53, 2.47)
C (-1.26, 1.57, 1.31)
C (-0.38, 0.45, 1.67)
C (1.15, 0.78, 1.66)
C (3.08, 0.40, 0.31)
N (1.78, 0.41, 0.41)
H (-1.92, 3.43, 1.97)
H (-2.44, 2.09, 3.02)
H (-0.70, 2.88, 3.09)
H (-2.14, 1.10, 0.78)
H (-0.66, 2.08, 0.49)
H (-0.63, 0.04, 2.69)
H (-0.50, -0.38, 0.92)
H (1.18, 1.95, 1.92)
H (1.70, 0.21, 2.56)
H (3.58, 0.27, -0.62)
H (3.59, 0.54, 1.31)
H (1.23, 0.12, -0.38)
H (-3.52, 0.74, -3.59)
H (-2.50, 0.58, -2.55)
O (-3.28, 1.07, -2.76)
H (-2.23, -1.89, -1.17)
H (-1.46, -2.33, -2.36)
O (-1.70, -1.51, -1.90)
H (0.96, 3.16, 4.26)
H (2.19, 3.46, 3.63)
O (1.74, 2.68, 3.85)
H (-3.33, -2.95, 0.60)
H (-2.59, -1.83, 1.31)
O (-2.54, -2.40, 0.54)
H (2.77, 1.62, -2.42)
H (3.92, 1.83, -3.29)
O (3.68, 1.32, -2.53)
H (3.20, -0.47, -3.30)
H (1.86, -1.01, -3.80)
O (2.40, -0.92, -3.08)
H (1.19, -0.13, -2.21)
H (-0.48, -0.35, -2.11)
O (0.35, 0.20, -1.85)
H (0.15, -3.39, -1.59)
H (0.80, -2.99, -2.83)
O (0.06, -3.47, -2.56)
H (0.88, -2.61, 0.90)
H (1.20, -2.20, 2.38)
O (1.22, -1.90, 1.48)
H (-1.04, -3.20, 0.25)
H (-0.09, -4.46, 0.60)
O (-0.15, -3.64, 0.11)
H (0.59, 1.93, -2.10)
H (0.45, 3.41, -2.30)
O (1.13, 2.68, -2.27)
H (-4.30, -0.87, 2.47)
H (-3.22, 0.14, 2.20)
O (-3.36, -0.79, 2.40)

Here are the Mulliken charges for atoms 1 to 4, given in e:
1. C -0.885
2. C -0.980
3. C 0.674
4. C -0.832

Copy entry 1 word for word.
Formula: C16H15Cl3NOPPd
Source: OMol25
Level of theory: ωB97M-V/def2-TZVPD

Properties
2S+1: 3
DFT total energy in Ha: -2598.410997
Relative energy (zero: lowest compared OMol25 entry of this formula, charge and spin) in kJ/mol: 0.0
LUMO level (spin up / spin down) in eV: 0.1 / -2.0
Gap between HOMO and LUMO (spin up / spin down) in eV: 7.7 / 5.6

Element x y z (Å)
Pd (0.38, 0.70, -0.39)
Cl (0.72, -2.18, 6.24)
C (0.92, -1.87, 4.56)
C (1.05, -0.54, 4.07)
C (1.02, -0.34, 2.71)
Cl (1.18, 1.20, 2.00)
C (0.81, -1.40, 1.78)
O (0.55, -1.25, 0.49)
C (0.81, -2.72, 2.33)
Cl (0.67, -4.06, 1.25)
C (0.89, -2.94, 3.68)
H (1.12, 0.26, 4.80)
H (0.81, -3.95, 4.08)
N (-6.93, -0.02, -0.24)
C (-5.80, 0.15, -0.37)
C (-4.40, 0.35, -0.51)
C (-3.63, -0.37, -1.44)
C (-2.28, -0.19, -1.47)
C (-1.65, 0.70, -0.59)
C (-2.42, 1.39, 0.35)
C (-3.76, 1.20, 0.41)
H (-4.11, -1.02, -2.16)
H (-1.70, -0.75, -2.22)
H (-1.95, 2.12, 1.02)
H (-4.37, 1.72, 1.17)
C (1.76, -0.42, -3.08)
P (1.95, 1.03, -1.94)
C (3.63, 1.03, -1.21)
C (1.93, 2.54, -2.91)
H (2.64, -0.45, -3.81)
H (0.85, -0.35, -3.74)
H (1.80, -1.36, -2.51)
H (4.37, 0.90, -2.02)
H (3.66, 0.26, -0.48)
H (3.77, 1.97, -0.68)
H (2.92, 2.73, -3.35)
H (1.69, 3.35, -2.17)
H (1.11, 2.57, -3.65)

Here are the Mulliken charges for atoms 1 to 4, given in e:
1. Pd -0.427
2. Cl -0.233
3. C 0.428
4. C -0.818

DFT total energy of number 6 (C5H36NO12)? -1169.466913 Ha

Among the records above, which one has the highest relative energy (zero: lowest compared OMol25 entry of this formula, charge and spin)? C5H36NO12